{
  "formula": "CH3N5S",
  "method": "ωB97M-V with the def2-TZVPD basis set",
  "e_lumo_ev": 0.11,
  "largest_force_ha_per_bohr": 0.0323,
  "mol_weight_da": 117.1,
  "total_charge": 0,
  "energy_ha": -711.77319,
  "homo_energy_ev": -8.5,
  "e_above_lowest_kcal_mol": 19.06,
  "smiles": "Nn1[nH]nnc1=S",
  "symbols": ["C", "H", "H", "H", "N", "N", "N", "N", "N", "S"],
  "xyz": [[0.744, -0.934, -0.008], [0.882, 1.568, 0.861], [0.793, 1.833, -0.737], [-2.104, 0.393, -0.171], [0.230, 1.543, 0.075], [-0.079, 0.205, -0.090], [-1.349, -0.250, 0.006], [-1.359, -1.547, 0.045], [-0.138, -2.011, 0.023], [2.380, -0.800, -0.001]],
  "mulliken_charge": [0.27, 0.28, 0.30, 0.28, -0.82, 0.46, 0.18, -0.34, -0.24, -0.38]
}


{
  "formula": "CH3NO",
  "method": "ωB97M-V with the def2-TZVPD basis set",
  "e_lumo_ev": 0.84,
  "largest_force_ha_per_bohr": 0.1631,
  "mol_weight_da": 45.0,
  "total_charge": 0,
  "energy_ha": -169.76922,
  "homo_energy_ev": -9.4,
  "e_above_lowest_kcal_mol": 86.83,
  "smiles": "C=NO",
  "symbols": ["C", "H", "H", "H", "N", "O"],
  "xyz": [[0.030, -1.078, -0.252], [-0.076, 1.713, 0.899], [1.073, -1.311, 0.120], [-0.474, -1.857, -0.848], [-0.588, 0.168, -0.198], [0.426, 0.844, 0.341]],
  "mulliken_charge": [-0.28, 0.35, 0.25, 0.28, -0.25, -0.36]
}


{
  "formula": "CH3NO",
  "method": "ωB97M-V with the def2-TZVPD basis set",
  "e_lumo_ev": 0.76,
  "largest_force_ha_per_bohr": 0.0966,
  "mol_weight_da": 45.0,
  "total_charge": 0,
  "energy_ha": -169.81860,
  "homo_energy_ev": -10.3,
  "e_above_lowest_kcal_mol": 55.84,
  "smiles": "NC=O",
  "symbols": ["N", "C", "O", "H", "H", "H"],
  "xyz": [[0.689, -0.347, 0.123], [-0.582, 0.041, 0.076], [-1.665, -0.454, 0.032], [0.905, -1.323, -0.065], [0.940, 0.801, -0.040], [-0.288, 1.282, -0.127]],
  "mulliken_charge": [-0.36, 0.25, -0.47, 0.24, 0.33, 0.00]
}